Entry 1:
Entry from the OMol25 dataset: C10H12O as an isolated structure at a distorted geometry (ωB97M-V/def2-TZVPD).

Computed properties:
Energy relative to the best compared isomer or geometry (same formula, charge and spin) (eV): 4.408
DFT total energy (Ha): -463.32323

Structure (ORCA input):
```
! wB97M-V def2-TZVPD RIJCOSX def2/J DEFGRID3
* xyz 0 1
C 3.163 -0.501 0.003
C 1.652 -0.282 -0.011
C 0.784 -1.371 -0.016
C -0.630 -1.219 -0.002
C -1.482 -2.323 0.081
C -1.043 0.158 0.053
C -2.596 0.428 0.015
C -0.229 1.240 -0.003
C -0.631 2.635 0.008
C 1.168 1.046 -0.051
H 3.293 -1.047 0.835
H 3.254 -1.264 -0.941
H 3.749 0.284 -0.238
H 1.091 -2.215 0.136
H -1.902 -2.503 -0.857
H -0.890 -3.449 -0.018
H -2.189 -2.379 0.882
H -2.875 1.650 0.411
H -1.409 2.949 -0.825
H 0.188 3.506 -0.080
H -1.098 2.973 1.027
H 2.051 2.039 -0.226
O -3.419 -0.354 -0.183
*
```

Löwdin population analysis, charges in e, atoms 1 to 6:
1 C -0.0245
2 C -0.2503
3 C 0.0155
4 C -0.2081
5 C -0.0745
6 C -0.0922

=====

Entry 2:
Entry from the OMol25 dataset: an isolated molecule of C17H20N2O2S (ωB97M-V/def2-TZVPD).

Computed properties:
Energy relative to the best compared isomer or geometry (same formula, charge and spin) (eV): 2.200
SMILES string: C[C@H](O)CNCCOc1ccc2c(c1)Sc1ccccc1N2
DFT total energy (Ha): -1317.94878

Structure (ORCA input):
```
! wB97M-V def2-TZVPD RIJCOSX def2/J DEFGRID3
* xyz 0 1
C 2.674 2.562 -0.393
C 3.299 1.691 0.673
O 3.911 2.494 1.684
C 4.353 0.737 0.123
N 3.938 0.080 -1.119
C 3.697 -1.366 -1.046
C 2.226 -1.738 -1.215
O 1.740 -2.356 -0.016
C 0.421 -2.089 0.249
C -0.520 -3.109 0.135
C -1.856 -2.869 0.420
C -2.272 -1.613 0.845
C -1.318 -0.595 0.947
C 0.015 -0.821 0.651
S -1.880 1.000 1.494
C -3.420 1.019 0.605
C -3.890 2.183 0.010
C -5.110 2.158 -0.660
C -5.820 0.962 -0.753
C -5.332 -0.202 -0.172
C -4.136 -0.181 0.535
N -3.645 -1.365 1.175
H 3.410 2.882 -1.125
H 1.874 2.039 -0.905
H 2.251 3.448 0.071
H 2.517 1.087 1.141
H 3.485 2.295 2.517
H 4.586 0.018 0.909
H 5.259 1.315 -0.056
H 4.642 0.240 -1.819
H 4.286 -1.861 -1.814
H 4.011 -1.795 -0.094
H 2.103 -2.428 -2.050
H 1.643 -0.852 -1.450
H -0.188 -4.087 -0.176
H -2.599 -3.645 0.341
H 0.747 -0.031 0.724
H -3.304 3.084 0.080
H -5.474 3.065 -1.111
H -6.755 0.963 -1.289
H -5.893 -1.119 -0.247
H -3.676 -1.198 2.181
*
```

Löwdin population analysis, charges in e, atoms 1 to 6:
1 C -0.0465
2 C -0.4391
3 O -0.0364
4 C -0.1796
5 N -0.0477
6 C -0.1780

=====

Entry 3:
Entry from the OMol25 dataset: an isolated ion of composition C4H8N3O and charge +1 at a distorted geometry (ωB97M-V/def2-TZVPD).

Computed properties:
Energy relative to the best compared isomer or geometry (same formula, charge and spin) (eV): 2.100
SMILES string: N[C@]1(O)C=CNC=[NH+]1
DFT total energy (Ha): -396.45909

Structure (ORCA input):
```
! wB97M-V def2-TZVPD RIJCOSX def2/J DEFGRID3
* xyz 1 1
N 1.798 -0.108 0.865
C 0.868 0.011 -0.252
O 1.357 -0.014 -1.544
C 0.017 1.238 0.071
C -1.297 1.187 -0.041
N -2.007 -0.017 -0.224
C -1.336 -1.149 -0.083
N -0.028 -1.232 -0.030
H 1.710 0.564 1.604
H 2.776 -0.243 0.709
H 2.101 -0.583 -1.497
H 0.380 2.203 0.353
H -1.864 1.989 0.164
H -2.974 0.134 -0.070
H -2.050 -1.939 -0.032
H 0.550 -2.043 0.009
*
```

Löwdin population analysis, charges in e, atoms 1 to 6:
1 N 0.1209
2 C -0.5109
3 O 0.1172
4 C 0.0447
5 C -0.0379
6 N 0.1183

=====

Entry 4:
Entry from the OMol25 dataset: a 5-piece molecular cluster, C22H21Cl4F3O overall at a distorted geometry (ωB97M-V/def2-TZVPD).

Computed properties:
Energy relative to the best compared isomer or geometry (same formula, charge and spin) (eV): 1.966
SMILES string: ClC(Cl)(Cl)Cl.Fc1ccccc1.Fc1ccccc1.Fc1ccccc1.CC(C)=O
DFT total energy (Ha): -3066.42109

Structure (ORCA input):
```
! wB97M-V def2-TZVPD RIJCOSX def2/J DEFGRID3
* xyz 0 1
Cl 1.828 -1.436 1.555
C 1.450 -1.363 -0.181
Cl -0.125 -2.147 -0.627
Cl 1.318 0.385 -0.729
Cl 2.750 -2.218 -1.026
F -6.438 0.843 -2.397
C -5.186 1.047 -2.071
C -4.707 2.383 -2.081
C -3.330 2.587 -1.753
C -2.545 1.440 -1.525
C -2.985 0.152 -1.578
C -4.388 -0.075 -1.761
H -5.359 3.236 -2.202
H -2.833 3.545 -1.795
H -1.517 1.664 -1.284
H -2.308 -0.637 -1.287
H -4.817 -1.062 -1.674
F 3.568 3.184 1.592
C 2.303 3.370 2.037
C 2.163 3.757 3.389
C 0.836 4.048 3.768
C -0.335 3.886 2.939
C -0.162 3.494 1.663
C 1.142 3.374 1.164
H 2.994 3.914 4.060
H 0.624 4.447 4.749
H -1.278 4.213 3.351
H -0.955 3.532 0.931
H 1.208 3.177 0.104
F 3.500 -4.191 5.237
C 2.665 -4.130 4.158
C 3.197 -4.590 2.922
C 2.390 -4.717 1.784
C 1.025 -4.429 1.825
C 0.439 -4.049 3.037
C 1.258 -3.936 4.163
H 4.219 -4.917 3.043
H 2.682 -5.107 0.820
H 0.369 -4.513 0.970
H -0.631 -4.068 3.183
H 0.733 -3.777 5.093
C 1.791 -0.260 -4.305
C 0.429 -0.466 -4.766
C -0.603 0.443 -4.129
O 0.144 -1.331 -5.606
H 1.933 0.656 -3.732
H 2.355 -0.155 -5.232
H 2.247 -1.080 -3.750
H -1.487 0.349 -4.760
H -0.548 1.529 -4.059
H -1.023 -0.004 -3.227
*
```

Löwdin population analysis, charges in e, atoms 1 to 6:
1 Cl 0.5990
2 C -1.8879
3 Cl 0.5314
4 Cl 0.5199
5 Cl 0.5477
6 F 0.0829

=====

Entry 5:
Entry from the OMol25 dataset: an isolated ion of composition C24H32N3O and charge +1 at a distorted geometry (ωB97M-V/def2-TZVPD).

Computed properties:
Energy relative to the best compared isomer or geometry (same formula, charge and spin) (eV): 0.177
SMILES string: CCCCCCCCn1c(C)[n+](-c2ccccc2)c2ccc(NC(C)=O)cc21
DFT total energy (Ha): -1173.09807

Structure (ORCA input):
```
! wB97M-V def2-TZVPD RIJCOSX def2/J DEFGRID3
* xyz 1 1
C -6.291 -3.613 0.026
C -5.952 -2.214 0.526
C -4.539 -1.795 0.126
C -4.199 -0.396 0.634
C -2.837 0.118 0.163
C -1.654 -0.684 0.726
C -1.056 -1.677 -0.273
C -0.252 -1.001 -1.390
N 1.000 -0.457 -0.913
C 2.146 -1.131 -0.751
C 2.358 -2.548 -1.110
N 3.092 -0.317 -0.265
C 4.441 -0.652 0.034
C 5.464 0.057 -0.581
C 6.779 -0.253 -0.282
C 7.068 -1.261 0.624
C 6.041 -1.961 1.237
C 4.722 -1.659 0.947
C 2.541 0.941 -0.102
C 3.061 2.136 0.381
C 2.211 3.215 0.430
C 0.864 3.133 0.016
N 0.089 4.276 0.117
C -1.269 4.407 -0.098
C -1.753 5.812 0.137
O -1.977 3.489 -0.433
C 0.346 1.937 -0.469
C 1.202 0.849 -0.511
H -5.603 -4.346 0.440
H -6.227 -3.657 -1.060
H -7.301 -3.888 0.319
H -6.042 -2.186 1.614
H -6.670 -1.500 0.117
H -3.832 -2.522 0.530
H -4.459 -1.813 -0.965
H -4.230 -0.390 1.726
H -4.964 0.299 0.283
H -2.822 0.098 -0.928
H -2.749 1.162 0.466
H -1.991 -1.241 1.602
H -0.868 -0.006 1.068
H -0.411 -2.383 0.253
H -1.859 -2.246 -0.740
H -0.038 -1.722 -2.182
H -0.826 -0.177 -1.816
H 1.949 -2.754 -2.098
H 3.420 -2.780 -1.112
H 1.859 -3.211 -0.403
H 5.229 0.834 -1.293
H 7.577 0.292 -0.760
H 8.094 -1.500 0.854
H 6.265 -2.742 1.947
H 3.918 -2.188 1.436
H 4.085 2.211 0.710
H 2.582 4.157 0.802
H 0.577 5.104 0.432
H -1.236 6.505 -0.522
H -1.570 6.107 1.168
H -2.820 5.860 -0.061
H -0.683 1.877 -0.775
*
```

Löwdin population analysis, charges in e, atoms 1 to 6:
1 C -0.1149
2 C -0.2727
3 C -0.2401
4 C -0.2120
5 C -0.2059
6 C -0.1877

=====

Entry 6:
Entry from the OMol25 dataset: a 2-piece molecular cluster, C3H7FINO overall at a distorted geometry (ωB97M-V/def2-TZVPD).

Computed properties:
Energy relative to the best compared isomer or geometry (same formula, charge and spin) (eV): 1.842
DFT total energy (Ha): -645.96546

Structure (ORCA input):
```
! wB97M-V def2-TZVPD RIJCOSX def2/J DEFGRID3
* xyz 0 1
C -1.713 -1.353 0.728
C 1.772 1.402 -0.908
C -0.011 0.124 -0.217
N -0.663 -1.105 -0.211
O 1.091 0.179 -0.903
F 0.825 -0.113 1.686
I -1.075 1.824 0.264
H -2.474 -0.603 0.688
H -2.080 -2.370 0.444
H -1.327 -1.549 1.674
H 2.465 1.504 -1.643
H 2.216 1.699 -0.012
H 1.073 2.329 -1.138
H -0.099 -1.969 -0.451
*
```

Löwdin population analysis, charges in e, atoms 1 to 6:
1 C -0.1428
2 C -0.1310
3 C -0.7867
4 N -0.0614
5 O -0.0756
6 F -0.5020

=====

Which HOMO level belongs to each record? In order, -8.905; -8.353; -14.200; -9.229; -11.457; -9.408 eV.
Which HOMO-LUMO gap belongs to each record? In order, 9.4923; 8.9873; 10.4495; 8.9404; 8.8131; 9.5001 eV.